Entry 1:
ORCA calculation (ωB97M-V/def2-TZVPD) on 11 unconnected molecules or ions with the total composition C10H40F2N21O14S2.

```
89
Properties=species:S:1:pos:R:3:forces:R:3:lowdin_charge:R:1
F 0.26030 -9.02086 0.08413 0.21 1.78 0.20 -0.251
H 3.37520 -5.88012 -4.41270 -0.23 0.38 -0.40 0.100
H -1.91829 -11.04781 2.47435 0.58 -0.33 0.00 0.105
O 4.96645 -10.03457 4.61371 1.29 -0.65 0.10 0.002
N -2.85243 -9.22852 0.05197 2.09 -3.62 -1.94 0.194
N -1.18711 -4.86944 1.43177 2.50 -0.05 0.75 0.164
O 0.59720 -6.53919 -0.36920 1.03 -2.22 1.73 -0.312
H -3.19809 -4.75254 0.46357 -0.55 0.20 0.19 0.091
H 6.25813 -3.57400 2.59513 -0.09 0.62 -0.34 0.099
H 3.16845 -6.54915 -2.51402 -0.52 0.34 -0.52 0.058
O 6.09724 -5.15065 -0.01584 -1.24 -1.06 -4.83 0.073
C -3.63103 -5.67560 -2.78727 -0.31 -2.02 -1.14 -0.815
H 4.66995 -7.73407 3.54270 -0.06 -0.21 -0.03 0.099
H 7.12793 -6.64118 1.46766 -0.21 0.02 0.81 0.128
H 1.55558 -6.60143 -1.87538 0.23 -0.12 -0.29 0.008
H -2.92563 -7.32200 -2.11078 -0.48 -0.91 -0.31 0.078
N 3.36716 -9.21741 5.93923 -1.75 -0.44 2.67 0.160
O 5.33139 -10.52614 -2.62788 0.13 0.67 0.76 0.010
H -0.13702 -11.23040 2.72601 -0.83 -0.46 -0.81 0.104
H 6.99249 -9.33430 -0.28214 -0.77 0.07 0.58 0.111
C 2.09454 -2.64593 -0.73476 -4.14 1.30 -3.22 -0.839
C 6.25790 -4.93157 1.12633 0.80 1.81 -1.45 -0.836
C 6.25010 -10.14711 -1.88607 -3.18 -2.29 -3.09 -0.767
O -1.26889 -2.64328 1.65879 -1.44 -0.66 -0.04 -0.035
H 0.23782 -3.37013 -1.27805 0.71 -0.20 -0.15 0.119
H -1.92286 -9.51049 -0.22457 -0.06 -0.22 0.05 0.107
H 3.93775 -10.46698 3.10648 0.39 0.57 -0.32 0.057
H 2.99605 -3.88661 0.23380 1.33 0.13 0.86 0.072
N 7.48892 -10.24181 -2.30329 4.18 0.05 -1.23 0.140
N 6.15189 -9.75205 -0.65494 -0.26 1.04 3.03 0.183
O -4.39370 -4.94734 -3.32827 -3.03 2.01 -1.40 0.049
H 1.61597 -4.47153 -0.85701 -1.60 -0.76 -0.28 0.046
N 3.13894 -2.94705 -0.10811 4.71 -3.90 4.31 0.197
N 1.14052 -3.58066 -0.87693 0.32 -2.26 1.25 0.187
C -3.01515 -8.02346 0.49056 1.01 1.45 0.29 -0.770
H -1.74867 -5.81904 -1.90709 -0.19 0.04 -0.15 0.098
H 0.40003 -8.67054 4.47812 0.64 -0.32 -0.13 0.115
O -2.24000 -7.07693 0.48181 0.88 -0.26 -0.90 0.003
N 0.25517 -9.53466 3.97571 3.18 2.06 2.83 0.156
F 4.42947 -7.49706 -1.33104 -0.30 0.10 1.59 -0.188
H 3.40591 -9.95015 6.63326 0.06 0.11 -0.41 0.115
O 0.28269 -6.12658 -3.99041 0.67 0.42 0.16 0.023
H 5.26266 -9.76360 -0.17615 0.32 0.25 0.01 0.096
N 3.46625 -10.46504 2.21330 -1.16 4.48 2.72 0.182
H -4.21951 -6.92038 1.31177 -1.65 -0.35 0.62 0.131
N -2.49833 -5.28204 -2.31911 3.69 3.49 2.17 0.178
H 4.77942 -12.28909 2.74790 0.41 0.02 -0.33 0.104
H -4.79555 -8.68786 0.97229 -0.68 1.20 0.69 0.118
H 3.61031 -7.23861 4.81149 0.26 -0.04 -0.40 0.122
O 1.97142 -1.63919 -1.32709 -0.60 5.95 -2.17 0.048
H -0.21697 -4.67815 1.63751 -0.01 -0.74 -0.25 0.101
H 5.97637 -2.91576 0.99318 -0.10 -0.46 0.22 0.108
N -4.20102 -7.87139 0.97218 -2.64 1.22 1.22 0.187
H -3.76587 -3.25844 1.25102 0.16 -0.15 -0.61 0.123
H 4.69557 -13.08126 1.21404 -0.40 0.00 0.33 0.113
N 2.42377 -5.72597 -4.71456 1.77 0.85 -2.22 0.145
O 1.25148 -7.64263 1.83804 0.54 0.69 -3.29 -0.319
H 3.85994 -2.37413 0.30667 -0.74 0.11 -0.66 0.114
N -3.03732 -3.91032 0.99732 -6.76 0.16 -1.85 0.169
S 3.57571 -7.24053 0.02609 2.95 -0.51 -0.35 0.634
H -3.56655 -9.91470 0.25015 0.63 -0.01 -0.25 0.113
H 0.99695 -10.16978 3.71783 0.04 0.69 0.07 0.097
H 2.28165 -5.18891 -5.55805 -0.36 -0.35 0.32 0.109
O 3.23959 -5.82256 -0.06635 0.29 -2.47 0.52 -0.305
N 2.17131 -6.51825 -2.67166 -1.98 0.20 -0.73 0.130
N 4.21470 -7.94624 4.41896 0.37 4.39 -2.05 0.205
N 6.21440 -3.69266 1.59307 -0.65 2.73 2.12 0.167
N -1.01823 -10.74570 2.81894 -1.62 -1.58 -0.90 0.158
H -2.46141 -4.27412 -2.26601 0.57 -0.16 0.06 0.124
H 6.87751 -5.46670 2.86016 0.72 -1.28 0.01 0.109
C 4.29613 -9.08840 4.99667 -0.39 -2.82 -0.08 -0.767
S 1.24739 -7.65338 0.34353 -7.69 -1.00 3.19 0.532
N -3.69759 -7.00027 -2.67703 -0.25 -3.14 0.85 0.168
C -0.98781 -9.72893 3.68007 -3.58 1.47 -0.73 -0.730
C 3.46485 -11.52057 1.48185 -1.68 -0.77 -1.51 -0.822
C 1.49644 -6.08667 -3.83839 0.22 -1.33 2.44 -0.654
O 4.42637 -7.66999 1.16444 -1.80 0.70 -2.57 -0.319
H 8.24071 -10.24557 -1.62882 -0.05 -0.04 -0.38 0.098
N 2.36613 -8.38748 -0.36372 4.87 2.27 0.31 -0.223
C -1.85180 -3.72058 1.37853 6.26 1.73 2.03 -0.780
O -1.95474 -8.99877 4.02818 1.62 -1.57 -0.49 -0.022
H 7.69063 -10.59502 -3.22777 -0.31 0.10 0.35 0.113
H -4.32769 -7.67463 -3.08727 0.06 0.74 0.03 0.109
H 2.68364 -8.48583 6.07224 0.21 -0.31 0.22 0.100
N 4.49073 -12.27034 1.78022 3.47 -3.72 0.57 0.160
H -1.56431 -5.79233 1.27022 0.24 0.20 0.02 0.034
O 2.63311 -11.75493 0.64589 -0.99 -0.58 -1.97 0.053
N 6.77833 -5.80517 1.91374 0.97 -2.35 3.51 0.173
H 2.98103 -9.64946 1.86760 -0.25 -0.10 0.42 0.075
```
Forces are in eV/Å.

Its net charge is -1. Its orbital gap is 7.78 eV. The value obtained for the energy relative to the best compared isomer or geometry (same formula, charge and spin) is 746.77 kJ/mol. Its multiplicity is 1. As for the HOMO energy: -6.0 eV. As for the total energy: -3604.63417 Eh.

Entry 2:
ORCA calculation (ωB97M-V/def2-TZVPD) on 10 unconnected molecules or ions with the total composition C10H40N12O10.

```
72
Properties=species:S:1:pos:R:3:forces:R:3:lowdin_charge:R:1
H 1.03011 -1.05339 -1.70628 -0.20 -1.64 -1.38 0.066
N -0.54969 1.13188 1.85173 -1.54 0.78 -2.03 0.169
H 1.85241 1.69770 -0.17590 0.45 0.12 0.74 0.114
O -2.50452 4.30283 0.40316 5.19 -1.93 -1.67 -0.131
H 2.42588 5.29039 -1.38728 0.11 -0.35 0.62 0.143
H -0.70976 -1.50261 -3.28834 1.33 1.42 0.01 0.030
C -1.90104 -1.60938 2.53425 -6.55 2.47 -2.93 -0.576
H -1.34353 0.77608 -2.37199 -1.19 0.05 1.49 0.096
H 1.09268 -4.58179 1.56034 0.52 -0.07 0.85 0.096
H -0.70249 -3.05490 1.42829 -1.16 1.43 1.47 0.063
H -0.66783 -5.52403 0.55152 -0.77 -1.26 0.07 0.085
H 4.73013 -2.97122 1.21557 1.26 0.35 -0.82 0.109
H 0.35851 2.74756 -0.36761 -2.11 0.04 -0.04 0.065
N -1.41161 -1.94453 3.71184 0.27 0.13 3.74 0.113
H 1.21028 -2.29474 1.77986 0.89 -0.41 0.45 0.050
H 1.03462 0.20268 4.44265 -0.23 0.33 -0.96 0.143
H -2.68186 1.87158 -1.96960 0.99 -2.03 1.08 0.179
O 1.27907 2.19312 2.91674 -3.88 -4.44 -1.12 -0.128
H 2.53849 5.09900 0.32245 -0.11 -1.06 -0.83 0.158
H -3.83252 1.49164 -0.05342 0.43 0.52 -0.13 0.123
H 2.09704 2.87055 1.11295 -0.30 0.14 -0.03 0.124
N -0.67857 2.83696 -0.26169 -1.79 -3.00 -0.94 0.111
N 3.86566 -2.88868 1.65652 -0.57 -4.80 -0.10 0.204
C -0.03276 -4.80837 0.10575 0.72 -1.13 -2.03 -0.119
O -2.24794 -1.24896 -0.84928 -0.80 6.14 0.39 -0.150
H -0.88902 -2.82485 3.73561 -0.32 0.71 0.49 0.137
C 3.14150 -1.85457 1.79894 3.42 10.20 0.19 -0.678
O 0.11871 1.16116 -3.09709 -1.07 -0.38 -0.55 -0.183
O 2.43836 2.92957 -2.24989 -1.19 2.27 6.85 -0.129
N -2.15474 0.97451 -1.70186 1.11 2.45 -4.59 0.131
H 0.38872 2.45061 -4.61406 -0.51 -0.23 -0.48 0.092
H -1.37174 0.48809 1.72557 1.02 0.65 0.92 0.104
H 0.17911 0.72594 -5.05575 -0.50 0.08 -0.68 0.082
C -0.19795 1.53217 -4.43359 0.29 0.71 0.10 -0.109
C 2.28641 3.38186 -0.90123 1.91 -0.45 -7.76 -0.576
C -1.32773 -2.33073 -3.39974 -1.01 -0.93 1.44 -0.186
N 2.27478 4.67014 -0.58326 1.51 4.45 -1.63 0.109
O 0.68904 0.33795 -0.51523 -0.13 0.72 1.65 -0.174
H -0.84448 5.76956 0.41676 1.90 -0.56 -0.07 0.150
H -1.73783 -1.45101 4.59853 0.31 -1.39 -1.90 0.178
H 0.83042 -1.60196 0.05384 -0.62 -1.01 -0.28 0.047
H -0.60084 1.99103 1.23903 0.01 -0.99 0.96 0.083
N -1.46135 -2.31718 1.50826 1.19 -0.73 -0.86 0.190
C 1.25319 -0.96188 -0.68709 0.22 2.05 0.58 -0.072
C 0.38983 1.14739 2.76795 3.99 5.38 1.34 -0.574
H -1.73576 -2.03804 0.56863 -0.93 0.81 -0.45 0.047
H 0.68745 4.77179 -0.08344 -1.44 0.78 0.25 0.047
H -0.59108 -4.23347 -0.59949 -0.40 0.63 -0.36 0.075
O -1.62408 -2.55917 -4.74615 0.73 -0.70 -0.55 -0.095
H -3.75342 0.09539 0.85946 0.59 -0.62 -0.23 0.090
H -0.25095 -0.67570 3.63303 1.53 1.98 -0.26 0.072
H -2.34254 -3.16988 -4.63424 -0.60 -0.47 -0.89 0.064
H 2.31059 -0.89441 -0.51177 0.70 -0.19 -0.07 0.072
H -1.28508 1.75687 -4.54548 0.82 -0.44 -0.01 0.094
C -1.20862 4.00811 0.11298 -5.79 -0.78 1.08 -0.640
N 0.48872 0.10536 3.57638 -0.56 -2.57 2.50 0.117
H 1.55681 -1.11938 2.80573 1.40 -0.95 -0.55 0.072
N 1.97398 -2.01778 2.42045 -4.54 0.44 0.78 0.126
H -0.89969 -3.17579 -2.76994 -0.28 0.52 -1.10 0.091
H 0.82770 -5.24317 -0.43073 -0.66 -0.32 -0.12 0.111
H 0.49306 0.48414 0.44496 0.02 -0.33 -0.96 0.047
N -3.35889 0.61682 0.08534 -2.54 0.77 2.19 0.186
N 2.02616 2.67989 0.11164 0.07 -5.46 1.81 0.166
H -2.26787 -2.05742 -2.95352 -0.14 0.11 0.81 0.057
N -0.28574 4.89074 0.27153 0.06 4.48 0.85 0.151
H 1.00286 1.48309 -3.02041 1.31 0.43 1.22 0.037
O 3.66024 -0.63135 1.63093 -2.16 -4.75 0.20 -0.076
H 3.30045 -3.71457 1.83613 1.03 -0.23 -0.06 0.112
O 0.48378 -4.02274 1.09806 1.03 1.11 1.05 -0.170
C -2.57029 0.12574 -0.81324 0.72 -7.60 -0.36 -0.564
O -2.96845 -0.70592 2.38040 5.65 -3.76 1.48 -0.141
H -1.32448 1.99369 -0.49512 1.91 2.31 0.13 0.092
```
Forces are in eV/Å.

Its net charge is 0. Its orbital gap is 8.67 eV. The value obtained for the energy relative to the best compared isomer or geometry (same formula, charge and spin) is 860.24 kJ/mol. Its multiplicity is 1. As for the HOMO energy: -9.0 eV. As for the total energy: -1814.37953 Eh.

Entry 3:
ORCA calculation (ωB97M-V/def2-TZVPD) on 10 unconnected molecules or ions with the total composition C10H40N20O10.

```
80
Properties=species:S:1:pos:R:3:forces:R:3:lowdin_charge:R:1
N -1.38806 -1.74009 2.62664 1.12 -0.51 0.24 0.168
H 0.83334 0.73607 0.88840 0.12 -0.01 -0.18 0.077
N 1.66932 -0.92170 4.12793 -0.21 1.61 -1.14 0.170
N 4.26422 -2.09109 -0.36513 -0.38 0.90 0.07 0.174
H -5.04302 2.83990 0.59391 -0.02 -0.06 -0.06 0.105
H 2.25956 -3.21274 -4.09282 0.19 0.13 0.02 0.109
H 1.50475 -0.10789 4.69248 0.01 -0.41 0.58 0.101
H -3.26339 -1.75757 1.02371 0.13 0.15 0.32 0.109
H 0.71048 -0.73550 -6.03104 0.03 0.06 -0.08 0.101
N -2.41882 4.59711 0.22108 1.01 1.22 0.32 0.151
C 1.54200 -2.19869 4.53199 0.05 -0.45 1.63 -0.707
H -1.47044 -5.68853 -1.83491 0.09 0.11 -0.13 0.110
H -4.41677 -3.03176 -2.07338 0.03 -0.17 -0.08 0.114
H -3.58877 2.72307 -0.42539 -0.56 -0.57 -0.05 0.064
H -2.81383 -2.67155 -2.58515 -0.21 0.06 -0.12 0.092
C -1.37910 -2.53102 1.49969 0.27 2.01 0.42 -0.641
O -5.05704 2.04739 -4.18582 0.50 0.43 0.15 0.012
N -4.44900 4.12554 -4.90351 0.25 -0.24 0.20 0.138
N -0.44909 -0.39620 -0.83747 -0.38 0.31 0.01 0.198
H 3.62117 1.24801 2.68548 0.08 0.19 -0.08 0.052
H -5.30776 4.19550 -5.41623 0.14 -0.10 -0.24 0.098
H 2.48120 -1.92484 -5.26351 0.28 -0.35 -0.01 0.099
N -3.43982 -3.27350 -2.07078 -0.28 1.55 -0.61 0.136
H 1.77848 -0.68093 3.15389 0.14 -0.41 -0.05 0.075
H -1.96654 4.10744 -0.53080 -0.16 -0.32 0.09 0.074
H 4.60165 -2.92489 -0.79758 0.29 -0.13 0.17 0.093
N -2.54031 -2.42317 0.83866 0.06 -1.51 -1.51 0.181
H 1.28506 5.52222 3.20690 -0.01 0.04 -0.07 0.099
N 1.56915 -3.11992 3.53742 0.26 -1.20 -0.11 0.162
H 7.14953 1.47974 2.21814 0.11 0.42 0.66 0.105
C -3.09261 -4.57513 -1.96381 -0.69 -0.96 2.24 -0.699
N 1.93952 -2.38132 -4.55372 0.32 0.05 -0.38 0.160
O -0.02128 -2.57002 -3.49582 -0.40 0.52 -0.94 -0.015
O 2.40960 -1.01915 0.47727 0.21 0.02 0.24 -0.034
O 2.10761 2.48109 3.33746 -0.95 -0.09 -0.21 0.001
O -3.85906 -5.41213 -1.46917 0.70 0.52 -1.14 0.006
C 5.40676 0.72951 1.67717 -0.40 0.23 -0.21 -0.656
N 0.20174 1.34694 0.39668 0.39 0.72 0.96 0.186
H 1.64188 -4.05803 3.89580 -0.19 0.01 -0.07 0.111
H 0.28102 -0.78605 -0.26015 0.17 -1.15 -0.85 0.072
N -0.00568 3.43450 3.06180 0.47 -0.83 -0.15 0.160
N 1.86501 4.70522 3.21354 0.36 0.70 0.04 0.158
H 3.53922 0.19839 1.27999 -0.39 0.10 0.30 0.048
N 6.17149 1.56735 2.42749 -0.32 -0.57 -0.53 0.153
H 5.71046 2.04437 3.17728 0.69 0.27 0.25 0.095
C -4.24265 2.96699 -4.18161 -1.61 0.10 -0.56 -0.689
O -4.07889 4.89692 1.75749 0.49 -0.07 -0.59 -0.003
H -0.79011 -0.90324 -5.13844 0.13 0.30 -0.40 0.111
O 1.46726 -2.53495 5.71807 0.05 0.40 -0.84 0.007
N -4.17172 3.19020 0.25031 0.37 0.06 -0.44 0.166
N -1.77785 -4.78880 -2.16795 0.67 -1.33 -0.19 0.168
O 5.91197 0.02409 0.79368 -0.27 0.13 0.17 -0.017
H -3.64907 4.66672 -5.17233 -0.19 0.27 -0.12 0.085
C 0.62844 -2.08015 -4.43214 0.35 -0.44 1.28 -0.663
H 1.55326 -3.47664 0.73764 -0.17 0.40 -0.48 0.051
C 1.36126 3.45230 3.21957 0.15 0.06 0.23 -0.653
N 4.07093 0.78868 1.91185 0.51 -0.62 -0.63 0.177
H -2.24460 -1.46317 3.06734 -0.08 -0.13 0.04 0.099
O -0.34994 -3.07845 1.07856 -0.86 -0.15 0.36 -0.019
H 0.12930 2.29237 0.72653 -0.14 0.02 -0.11 0.080
N -3.15240 2.98688 -3.39674 0.61 -0.76 0.64 0.157
C -3.60143 4.28877 0.79844 -1.02 -0.53 1.03 -0.706
H 1.23753 -3.04248 2.59002 -0.05 0.54 0.12 0.040
N 2.47894 -3.29230 0.38164 0.63 0.04 -0.46 0.171
H 3.01758 -4.02881 -0.03028 -0.27 -0.51 0.31 0.094
C 3.02128 -2.05641 0.18162 -0.72 -0.72 0.04 -0.612
H -0.57579 -1.85476 3.21240 -0.23 0.13 0.25 0.062
H -0.78344 -0.67626 -1.74458 0.42 -0.75 0.20 0.098
H -3.00061 2.13702 -2.87182 0.44 0.16 -0.03 0.075
H 4.87463 -1.29083 -0.19940 0.10 -0.03 -0.09 0.070
H -1.89665 5.27584 0.74752 0.11 0.07 -0.32 0.094
N 0.15580 -1.18909 -5.33537 -1.11 -0.22 0.69 0.169
H -0.55348 4.25204 3.24429 -0.14 0.07 -0.01 0.097
C -0.60391 0.90578 -0.58547 -0.82 1.21 -0.28 -0.666
H 2.85474 4.82813 3.32358 -0.03 -0.09 0.06 0.110
H -1.07493 -4.09721 -2.36792 -0.17 0.27 -0.17 0.057
H -2.38512 3.61627 -3.53289 0.01 0.06 0.08 0.097
O -1.40880 1.65634 -1.17536 0.30 -0.29 0.10 -0.036
H -0.47696 2.54602 3.05091 0.01 0.02 0.17 0.102
H -2.51836 -2.81377 -0.09371 -0.41 0.03 0.03 0.066
```
Forces are in eV/Å.

Its net charge is 0. Its orbital gap is 9.45 eV. The value obtained for the energy relative to the best compared isomer or geometry (same formula, charge and spin) is 47.80 kJ/mol. Its multiplicity is 1. As for the HOMO energy: -9.4 eV. As for the total energy: -2253.00075 Eh.